{"formula": "C11H14O", "method": "the ωB97M-V functional and the def2-TZVPD basis", "species": ["H", "C", "O", "C", "H", "C", "C", "H", "H", "H", "C", "H", "H", "C", "H", "H", "C", "C", "H", "H", "C", "H", "C", "H", "H", "C"], "xyz": [[0.3312, -2.2561, 0.2657], [2.7835, -0.7612, 3.2863], [1.5339, -0.9718, 2.6962], [-2.5000, 1.4360, -1.4169], [-0.2110, -1.0885, -2.0058], [2.3137, -0.3561, 0.4743], [-0.6723, -0.3494, -0.0065], [2.0964, -0.2315, -0.4876], [-0.5792, -1.6758, 1.6269], [3.4821, -1.5449, 2.9820], [-2.3631, 1.4448, 0.0374], [-1.9543, 0.0345, -4.2316], [-3.1387, 2.1655, -1.9353], [-1.4274, 0.6216, 0.6360], [2.6744, -0.8356, 4.3829], [3.2300, 0.0303, 0.7780], [-1.6567, 0.6143, -2.1494], [-1.4457, 0.8117, -3.5900], [-1.2964, 0.6940, 1.6932], [3.2308, 0.1549, 3.1879], [1.3611, -0.8334, 1.3745], [-0.3213, 0.6467, -3.8296], [-0.7307, -0.3039, -1.4197], [-1.7796, 1.7783, -3.9047], [-3.0356, 2.1163, 0.6988], [0.0748, -1.3406, 0.8570]], "mulliken_charge": [0.296, -0.936, -0.333, -0.488, 0.328, -1.371, 0.332, 0.496, 0.375, 0.385, -0.590, 0.261, 0.336, -0.456, 0.259, 0.332, 0.661, -1.270, 0.392, 0.399, 0.917, 0.296, -0.245, 0.405, 0.262, -1.045], "relative_energy_kj_mol": 121.5, "lumo_energy_ev": 0.95, "max_force_ha_per_bohr": 0.1171, "e_tot_ev": -13679.4763, "smiles": "C=C(Cc1cccc(C)c1)OC"}

***

{"formula": "C49H46FeN3OP2S4Se", "method": "the ωB97M-V functional and the def2-TZVPD basis", "species": ["H", "H", "C", "H", "H", "O", "H", "H", "H", "Se", "C", "H", "C", "C", "H", "H", "C", "N", "N", "C", "C", "C", "C", "H", "H", "C", "H", "H", "C", "S", "C", "C", "H", "H", "C", "C", "C", "C", "C", "H", "H", "C", "Fe", "H", "H", "H", "C", "H", "C", "H", "H", "H", "C", "C", "H", "C", "C", "H", "C", "C", "H", "C", "C", "H", "H", "C", "C", "S", "C", "C", "H", "H", "C", "P", "C", "H", "H", "H", "H", "C", "H", "C", "C", "H", "C", "N", "H", "C", "H", "S", "C", "C", "C", "H", "P", "H", "S", "C", "H", "H", "H", "C", "C", "C", "C", "C", "H"], "xyz": [[-2.0176, 1.4255, 4.9224], [3.3491, 3.2430, -0.3909], [-0.0447, 1.6725, -4.4659], [-2.5395, 3.5540, -2.0112], [1.5326, -6.4783, 0.3781], [1.3857, -0.8274, 0.4062], [0.1467, 6.7520, -1.7892], [1.7952, 2.5864, -3.8686], [5.2771, -0.0374, -2.7100], [-1.3197, -1.7853, 2.0274], [4.3808, -1.7045, 3.7040], [4.9648, -1.2394, 1.6389], [1.3181, -5.4446, 0.1825], [-4.7928, -0.3420, 5.8073], [-1.7183, -4.3894, 5.2904], [-3.5944, -0.1244, 3.1425], [-2.2692, -1.6618, 3.6201], [-2.1315, -2.4420, 4.7059], [-3.2568, -0.7671, 3.8441], [0.7221, 1.7104, 2.9262], [3.7238, -0.5828, -1.2549], [-1.2640, 1.1597, -4.0508], [1.6576, 1.1078, 3.7725], [-3.3833, 1.9946, 1.8856], [6.2185, -2.4704, -2.4422], [-3.3382, -2.5140, 6.9300], [1.6123, 4.1293, 3.4250], [-1.9474, 0.7322, -4.7670], [1.2711, 0.6417, 5.0161], [4.5015, -2.9957, -0.8282], [-0.9925, 1.3281, 4.5913], [1.6763, -3.1734, 0.2664], [3.0200, -4.5472, 1.2427], [-0.0760, 7.1526, 0.9871], [4.1863, -1.5504, 2.3115], [4.2773, 4.8317, 0.7122], [3.3477, 3.8258, 0.5211], [2.1369, -4.3987, 0.6485], [-0.9712, 5.2184, 1.3709], [-1.6560, 7.2124, 1.7934], [-4.4955, 5.0128, -1.8485], [-4.3650, -1.8947, 7.6152], [-0.0858, 0.0224, 1.1904], [5.0220, 5.0315, -0.0420], [-0.8332, 4.4826, -0.6605], [2.6938, 1.0483, 3.4640], [5.3762, -2.0390, -1.9403], [3.1569, 0.3283, -1.2100], [-5.0778, -0.8293, 7.0668], [-2.5576, 0.8006, -2.3765], [1.1958, 2.6486, -1.4777], [0.7342, 4.7884, 0.1194], [3.2898, 5.3338, 2.8479], [-0.5242, 7.5810, -1.5906], [-4.6151, -2.2380, 8.6048], [2.3154, -1.8237, 0.5197], [-3.0534, -2.0430, 5.6552], [-5.9129, 4.9832, 0.1775], [-1.0638, 6.7021, 1.0329], [-1.6079, 1.1928, -2.7129], [-0.0030, 8.3888, -1.0883], [-0.6113, 1.8114, 3.3494], [2.3626, 4.3245, 2.6711], [-0.9567, 7.9424, -2.5180], [4.9865, 6.3484, 2.0380], [-4.2577, 4.3530, -1.0292], [4.2510, 5.5773, 1.8795], [1.9245, -2.2776, 3.2665], [2.3940, 3.5701, 1.5035], [-0.2761, 4.3981, 0.2779], [-1.9768, 4.8257, 1.5256], [0.2201, 1.6421, -5.5107], [2.9176, -1.8395, 1.9137], [-1.2226, 1.7729, -0.0343], [-2.8013, 2.7023, -0.0548], [-1.3100, 2.3743, 2.7423], [-0.3610, 0.3398, 6.3769], [2.0051, 0.2238, 5.6871], [5.3275, -1.5493, 4.1891], [3.4183, -1.6778, -0.5049], [3.2637, 5.9310, 3.7449], [-3.1445, 3.5355, -1.1166], [0.2523, -4.9973, -0.5361], [-0.3579, -3.2609, 5.4601], [-1.2101, -3.5393, 4.8384], [-0.1987, 2.9903, 0.6607], [-0.4133, 5.1073, 2.3054], [0.8418, 2.2010, -3.5414], [3.1092, -2.2819, 5.3921], [0.2373, -3.2828, -0.6823], [0.5015, 2.2385, -2.2019], [4.8548, -0.7865, -2.0691], [-4.7420, 3.4776, 1.1497], [-0.8416, -3.8186, 3.8510], [1.2347, 2.1981, 1.2204], [-0.5251, -5.5734, -0.9965], [-1.9023, 7.0147, -0.5632], [3.2521, -2.0900, 4.3477], [-2.7921, -3.3263, 7.3793], [-5.8691, -0.3796, 7.6430], [-5.3385, 0.4878, 5.3935], [-3.7811, -0.9722, 5.1013], [-0.7375, 1.7646, -1.7867], [-5.0513, 4.3371, 0.1066], [-3.6267, 2.6617, 1.0669], [-0.0566, 0.7253, 5.4163], [-5.3604, 3.4514, 2.0349]], "mulliken_charge": [0.753, 0.333, -0.656, 0.283, 0.497, -0.484, 0.206, 0.507, 0.455, -0.088, -1.137, 0.640, -1.115, -0.764, 0.386, -0.036, -0.311, 0.272, 0.337, -0.173, -0.582, -0.747, -0.652, 0.150, 0.491, -0.842, 0.538, 0.473, -0.956, 0.059, -0.585, -0.417, 0.697, 0.485, -0.463, -0.778, -0.031, -0.289, -0.106, 0.473, 0.468, -0.643, 0.268, 0.486, 0.517, 0.539, -0.598, 0.509, -0.647, 0.530, 0.252, 0.729, -1.027, -0.871, 0.434, 2.237, 0.751, 0.439, -1.145, -0.600, 0.308, -0.078, -0.451, 0.395, 0.449, -0.700, -0.589, 0.269, 0.645, -0.971, 0.110, 0.441, 0.099, 0.879, 1.067, 0.408, 0.499, 0.567, 0.473, -0.923, 0.475, -0.871, -0.604, 0.346, -1.213, -0.252, 0.088, -0.810, 0.643, -0.078, -0.332, -0.718, -0.599, 0.443, 0.831, 0.540, -0.031, -0.701, 0.480, 0.426, 0.506, 0.670, 0.951, -0.637, 0.217, -0.602, 0.487], "relative_energy_kj_mol": 36.1, "charge": 2, "s_squared": 8.794, "lumo_energy_ev": [-5.03, -7.59], "multiplicity": 6, "max_force_ha_per_bohr": 0.0577, "e_tot_ev": -219716.4695}

***

{"formula": "C5H6N2O", "method": "the ωB97M-V functional and the def2-TZVPD basis", "species": ["C", "H", "N", "H", "H", "C", "O", "H", "C", "C", "N", "H", "H", "C"], "xyz": [[0.2360, 0.0813, -0.1839], [-2.7531, 0.0873, -0.5094], [2.0852, -1.4488, -0.3390], [0.2283, 0.2383, 2.1587], [1.4322, -0.6963, -2.0853], [1.2546, -0.8212, -0.9914], [2.1463, -1.9344, 1.9409], [-1.4160, 1.0451, 1.2206], [1.6643, -1.3002, 1.0581], [0.5613, -0.1628, 1.1492], [-0.7308, 0.6737, -0.8160], [-0.6174, 0.9387, -1.8966], [-2.2077, 2.2331, -0.6023], [-1.8830, 1.0664, -0.1036]], "mulliken_charge": [0.995, 0.225, -0.430, 0.237, 0.330, -0.255, -0.464, 0.185, 0.237, -0.751, -0.220, 0.311, 0.248, -0.648], "relative_energy_kj_mol": 427.8, "lumo_energy_ev": -0.15, "max_force_ha_per_bohr": 0.0989, "e_tot_ev": -10305.1698}

***

Number 2 is which compound?
C49H46FeN3OP2S4Se